[1]
This record from OMol25 describes the molecule C14H13N3O2S at a distorted geometry. The level of theory is ωB97M-V/def2-TZVPD.

The geometry in XYZ format:
```
33
Properties=species:S:1:pos:R:3:forces:R:3
C 2.5724 2.5004 0.9974 0.06 0.01 0.22
C 3.2785 1.8357 2.1718 0.04 -0.04 -0.20
H 4.2348 2.3294 2.3531 -0.02 0.00 0.10
H 2.6708 1.9383 3.0742 0.08 0.05 0.06
C 3.5391 0.3464 1.9090 0.17 0.26 0.24
C 2.2723 -0.3989 1.7357 -0.25 -0.06 0.79
N 1.8803 -0.9456 0.6475 1.28 0.60 -0.55
N 0.7000 -1.5414 0.7111 -1.37 -1.05 0.04
C 0.1346 -1.4493 1.8629 1.19 0.58 0.56
N -1.0864 -1.9558 2.2002 -0.50 -0.21 0.51
C -2.1263 -2.2824 1.3449 0.09 0.03 0.30
O -2.9873 -3.0530 1.7056 0.00 0.01 -0.19
C -2.1421 -1.6009 0.0490 -0.76 -0.36 -1.13
C -2.7510 -2.0046 -1.1057 0.36 0.04 0.90
C -2.5046 -0.9807 -2.0611 0.39 0.59 0.20
C -2.8329 -0.7803 -3.4026 0.05 0.01 0.12
C -2.4082 0.3807 -4.0070 -0.07 -0.03 -0.17
C -1.6681 1.3393 -3.3081 0.03 0.01 0.09
C -1.3316 1.1682 -1.9812 0.09 -0.03 0.29
C -1.7564 -0.0023 -1.3700 -0.47 -0.35 -0.89
O -1.5489 -0.3829 -0.0936 -0.06 0.29 0.29
H -0.7584 1.9023 -1.4382 0.07 0.10 0.05
H -1.3519 2.2344 -3.8219 0.04 0.08 -0.02
H -2.6473 0.5616 -5.0443 -0.02 0.00 -0.08
H -3.4032 -1.5200 -3.9424 -0.06 -0.06 -0.09
H -3.2897 -2.9192 -1.2441 -0.12 -0.22 0.06
H -1.2056 -2.2830 3.1518 -0.07 -0.04 -0.25
S 1.1094 -0.5792 3.0527 -0.11 -0.23 -0.95
H 4.0955 -0.0778 2.7484 0.08 -0.03 -0.08
H 4.1250 0.2232 0.9970 -0.01 -0.07 0.03
H 1.6093 2.0301 0.8117 -0.11 -0.01 -0.07
H 2.4068 3.5554 1.2022 -0.04 0.10 -0.05
H 3.1711 2.4118 0.0940 0.03 0.01 -0.13
```
Forces are in eV/Å.

## Properties
E_HOMO (eV): -8.634
Lowest unoccupied orbital energy (eV): 0.05
Maximum force (eV Å⁻¹): 1.72
SMILES: CCCc1nnc(NC(=O)c2cc3ccccc3o2)s1
DFT total energy (Eh): -1254.2218

[2]
This record from OMol25 describes a structure of composition C14H13N3O4S at a distorted geometry. The level of theory is ωB97M-V/def2-TZVPD.

The geometry in XYZ format:
```
35
Properties=species:S:1:pos:R:3:forces:R:3
C -3.0538 1.0253 -1.8921 2.36 -0.78 -5.66
H -3.9712 0.9878 -2.3668 -2.10 0.12 -1.20
H -2.2819 0.5563 -2.6645 -1.48 0.66 1.12
H -2.7064 2.0230 -1.9091 0.26 1.41 1.42
O -3.0350 0.2536 -0.8381 -1.21 -2.25 5.33
C -4.2041 -0.2853 -0.2011 0.64 3.65 -7.09
O -5.2797 -0.3945 -0.6802 -1.05 0.71 -1.61
C -3.9527 -0.8274 0.9757 1.92 -1.87 9.35
H -3.7998 -1.8881 0.8481 0.68 -0.39 0.20
H -4.7746 -0.7555 1.7126 -0.01 0.05 -0.93
S -2.5630 0.0163 2.0112 0.05 -2.64 -2.61
C -1.3693 -0.9225 1.0072 2.43 -1.91 2.49
N -1.4258 -2.2168 0.1946 -4.14 5.54 3.33
N -0.2349 -2.2928 -0.1490 -0.83 -7.97 -6.30
C 0.6414 -1.5952 0.1903 4.34 8.00 6.93
N -0.0157 -0.7145 1.3001 -1.61 -4.19 -5.91
C 0.6752 0.2704 1.9217 -0.92 5.01 -0.24
C 1.0660 1.4122 0.9720 0.03 3.36 -3.91
C 0.6995 1.9462 -0.3822 -10.86 -12.05 5.01
C 1.4325 2.8921 -0.6944 -0.98 5.45 -8.86
C 2.3784 2.9990 0.0434 11.00 3.83 11.79
O 2.0990 2.2656 1.3238 0.28 -1.20 -2.91
H 3.2715 3.7650 0.2463 -2.37 -1.94 -0.77
H 1.3121 3.4202 -1.5668 -0.07 1.22 -1.95
H -0.2828 1.6166 -1.0353 2.74 0.54 2.00
H 1.5754 0.1212 2.4588 0.59 -1.28 0.75
H -0.1166 0.6559 2.5368 0.25 0.96 1.39
C 2.0838 -1.4774 -0.0259 -9.05 -11.59 -6.27
C 2.6272 -2.5175 -0.7431 3.58 -0.30 -2.34
C 4.0993 -2.1441 -0.7295 -1.91 0.30 -0.43
C 4.1470 -0.9589 0.0313 1.34 -4.05 -1.91
O 2.8919 -0.8048 0.4501 6.96 11.03 7.07
H 4.9887 -0.4364 0.4511 -0.51 0.43 0.17
H 4.8551 -2.6710 -1.3651 -0.61 0.80 1.10
H 2.2232 -3.3239 -1.4316 0.22 1.36 1.44
```
Forces are in eV/Å.

## Properties
E_HOMO (eV): -7.867
Lowest unoccupied orbital energy (eV): 0.28
Maximum force (eV Å⁻¹): 16.98
DFT total energy (Eh): -1404.2633

[3]
This record from OMol25 describes the molecule C14H13NO5S. The level of theory is ωB97M-V/def2-TZVPD.

The geometry in XYZ format:
```
34
Properties=species:S:1:pos:R:3:forces:R:3
C -4.3890 0.0236 -1.3210 -0.04 -0.09 -0.12
C -3.1367 -0.2083 -1.6624 0.07 -0.11 -0.36
C -2.0547 0.8344 -1.6322 0.09 -0.35 -0.31
N -2.2001 1.7201 -0.4937 0.03 -0.04 0.80
S -2.1703 1.0668 1.0488 -0.15 0.16 -0.07
O -1.6712 2.1157 1.8898 0.30 0.03 -0.09
O -3.4520 0.5162 1.3636 0.16 -0.19 -0.09
C -1.0084 -0.3029 0.9409 -0.79 0.36 0.09
C -1.5338 -1.5599 1.0076 -0.07 0.17 0.04
C -0.7079 -2.6877 0.8633 0.28 -0.16 -0.04
C 0.6292 -2.5243 0.6346 -0.23 -0.06 0.04
C 1.1998 -1.2340 0.5544 -0.23 0.30 0.05
C 2.5673 -1.0443 0.3136 0.10 0.31 -0.01
C 3.1166 0.2186 0.2287 -0.15 -0.23 0.06
C 2.2871 1.3683 0.4034 -0.29 -0.36 -0.03
C 0.9389 1.1937 0.6501 0.44 0.25 -0.09
C 0.3693 -0.0840 0.7211 0.59 -0.07 -0.09
H 0.3303 2.0639 0.8316 0.07 0.13 0.02
O 2.7698 2.6103 0.3303 0.16 0.24 0.01
H 3.7380 2.5744 0.1664 -0.21 -0.13 0.02
C 4.5526 0.3967 -0.0233 0.28 0.30 -0.06
O 5.1052 1.4787 -0.1081 -0.04 -0.02 0.02
O 5.2358 -0.7414 -0.1595 0.08 -0.42 -0.02
H 6.1729 -0.5447 -0.3178 -0.20 0.21 0.03
H 3.2074 -1.9049 0.1920 0.04 -0.07 -0.01
H 1.2762 -3.3801 0.5086 0.05 -0.11 -0.01
H -1.1403 -3.6741 0.9264 -0.02 -0.09 0.00
H -2.5952 -1.6598 1.1706 -0.11 -0.07 0.00
H -1.5868 2.5199 -0.5280 0.09 0.14 0.12
H -2.1205 1.4514 -2.5363 0.10 -0.03 0.14
H -1.0691 0.3423 -1.6365 -0.15 0.10 -0.06
H -2.8224 -1.1845 -2.0070 -0.07 -0.13 -0.04
H -5.1360 -0.7500 -1.3515 -0.12 -0.18 -0.06
H -4.7018 0.9899 -0.9685 -0.06 0.20 0.13
```
Forces are in eV/Å.

## Properties
E_HOMO (eV): -8.641
Lowest unoccupied orbital energy (eV): -0.62
Maximum force (eV Å⁻¹): 0.87
SMILES: C=CCNS(=O)(=O)c1cccc2cc(C(=O)O)c(O)cc12
DFT total energy (Eh): -1370.4412

[4]
This record from OMol25 describes a structure of composition C14H14AsCl3F6GeIN2O9P2Sr at a distorted geometry. The level of theory is ωB97M-V/def2-TZVPD.

The geometry in XYZ format:
```
54
Properties=species:S:1:pos:R:3:forces:R:3
Sr -1.0162 -2.5490 1.2182 1.01 0.31 0.14
C -2.6102 2.6149 -2.2332 -0.08 0.04 -0.04
C -1.1463 2.6538 -1.9338 0.18 0.20 0.03
N -0.5308 3.8371 -1.9091 -0.03 -0.06 0.00
C 0.7642 3.8715 -1.6189 0.03 0.04 0.00
C 1.5357 2.7603 -1.2988 0.05 0.01 0.00
C 3.0121 2.9497 -1.0481 0.03 -0.01 -0.03
O 3.6036 3.8405 -1.9897 -0.02 -0.01 0.04
C 0.9017 1.5176 -1.2925 -0.02 0.09 0.13
C 1.5587 0.2252 -0.9456 0.08 -0.19 -0.04
N 2.2134 -0.1014 0.0882 -0.05 0.39 0.17
C 2.3905 0.7641 1.2002 -0.19 -0.29 -0.31
C 3.7028 1.1118 1.5314 -0.10 -0.05 -0.06
C 3.9688 1.8997 2.6303 -0.06 0.08 0.13
C 2.9227 2.3212 3.4476 0.19 0.00 -0.03
C 1.6291 1.9331 3.1607 -0.13 -0.12 -0.16
C 1.3419 1.1467 2.0398 0.45 0.28 0.28
I -0.6379 0.5858 1.7398 -0.27 0.52 0.05
C -0.4387 1.4897 -1.6593 -0.34 -0.45 0.04
O -1.1238 0.2851 -1.6453 0.50 0.40 0.07
H -2.9899 3.6339 -2.2455 0.00 -0.01 0.00
H -2.8074 2.1642 -3.2096 0.01 0.00 0.01
H -3.1482 2.0266 -1.4881 0.03 -0.04 0.01
H 1.2385 4.8468 -1.6378 -0.03 0.00 -0.01
H 3.1871 3.3966 -0.0694 -0.02 0.01 0.01
H 3.5216 1.9843 -1.0562 0.01 -0.02 -0.03
H 3.3979 3.5169 -2.8729 0.01 0.00 -0.01
H 1.4403 -0.5698 -1.6837 0.01 0.00 -0.04
H 4.4988 0.7435 0.8967 0.01 0.01 0.02
H 4.9904 2.1736 2.8605 -0.01 0.00 0.01
H 3.1185 2.9300 4.3209 0.01 0.00 -0.01
H 0.8225 2.2366 3.8156 -0.02 -0.03 -0.02
O -4.9815 -1.1697 -0.6182 -0.32 -0.07 0.14
P -3.7880 -1.4380 0.4045 0.07 0.00 0.56
O -3.2742 -0.1874 1.0299 -0.22 -0.13 -0.06
O -2.7471 -2.2479 -0.3497 -0.46 -0.19 -0.14
O -4.4607 -2.4343 1.5059 -0.14 0.31 -0.35
P -3.6090 -3.3470 2.5970 0.43 0.56 -0.36
O -2.9366 -4.4275 1.4990 -0.34 1.12 0.52
O -4.4843 -3.9437 3.5989 -0.14 -0.37 -0.27
O -2.4567 -2.4453 3.0123 -0.42 -0.49 0.13
H -5.6758 -0.6287 -0.2234 0.07 0.00 0.01
H -2.8895 -3.9121 0.6605 -0.66 -0.85 -0.15
F 1.2148 -2.9151 0.2549 0.10 0.03 0.07
As 1.2155 -4.6691 0.5273 -0.12 0.06 0.27
F 1.9145 -4.8638 -1.0192 -0.04 -0.26 -0.07
F -0.4258 -4.6255 -0.1891 0.66 -0.08 0.35
F 1.0822 -6.3304 0.8545 0.06 -0.19 -0.18
F 0.4283 -4.3269 2.1133 0.32 -0.07 -0.66
F 2.7392 -4.5146 1.2919 0.04 -0.16 -0.03
Cl -0.5188 0.1989 -4.7990 0.17 0.20 -0.09
Ge -1.4318 -0.6564 -3.0905 -0.78 -0.69 0.19
Cl -3.5327 -0.7448 -3.3890 0.26 0.04 -0.14
Cl -0.6932 -2.6116 -2.7844 0.17 0.10 -0.07
```
Forces are in eV/Å.

## Properties
E_HOMO (eV): -6.892
Net charge: -1
Lowest unoccupied orbital energy (eV): 1.75
Maximum force (eV Å⁻¹): 1.28
DFT total energy (Eh): -8632.9685